Entry from OMol25: C20H25N9O2S2Tb as an isolated structure in a non-equilibrium geometry (ωB97M-V/def2-TZVPD).

Values from the calculation:
2S+1: 7
Max |F|, eV/A: 5.59
LUMO level (spin up / spin down), eV: -3.64 / -3.61
DFT total energy, Ha: -3041.18842
Charge: +1

Element x y z (Å)
Tb 0.0562 -0.4878 -1.3127
S 1.1566 -2.2671 0.3879
S 4.7837 -1.1361 -2.3460
O 0.4372 1.6922 -1.9205
O 0.6595 3.9219 -1.3001
N 2.0159 -1.0367 -2.3813
N -0.0644 -2.9325 2.6468
N 6.1750 1.4615 2.0390
N 6.1959 -0.1832 0.4543
N 4.9001 1.6597 0.0730
N -2.0532 -0.4890 -2.3746
N -1.5435 -2.1354 1.1105
N -1.7372 -1.6343 -0.0821
N 0.3016 1.0958 0.6658
C 1.9882 3.1382 1.1855
C -2.0125 -0.1941 -3.7013
C -4.2172 -1.8638 0.4351
C -5.3116 -1.0084 0.3064
C 0.7834 2.7085 -1.1462
C 4.3879 2.9761 0.4034
C -3.1251 -0.2354 -4.5355
C -3.0655 -1.5472 -0.5109
C 3.4826 2.9474 1.5548
C -6.3611 -1.1594 1.2547
C 3.1837 -1.1454 -2.4229
C -4.2998 -3.0284 1.2942
C -6.3085 -2.1833 2.2006
C 1.3682 2.1068 0.1869
C -0.2720 -2.3546 1.4178
C 5.8047 0.9976 0.7824
C -5.3659 -3.1818 2.1336
C -4.3494 -0.6972 -3.9595
C -3.1712 -1.0207 -1.8185
C -4.3588 -1.1081 -2.6207
H 1.3280 3.2681 2.1009
H -7.0935 -0.3809 1.4151
H -5.2542 -4.0011 2.8307
H 1.9438 4.1171 0.6944
H 6.9533 -0.6163 1.0240
H -3.0042 -0.1007 -5.6064
H -0.8002 -3.1506 3.2652
H 0.6610 0.4810 1.3990
H 5.9636 2.4340 2.1712
H 4.7060 1.2251 -0.8549
H 3.6257 3.9030 2.1283
H -6.9138 -2.1732 3.0613
H 3.9951 3.4602 -0.5192
H 3.6260 2.0138 2.2466
H -3.4999 -3.7872 1.2035
H -5.2232 -1.6143 -2.1579
H 7.0557 1.1253 2.4908
H 5.7074 -0.6385 -0.3295
H -5.2072 -0.6375 -4.5849
H 2.1601 1.4387 -0.1275
H 0.8810 -3.1767 2.9499
H -1.0884 0.2107 -4.1232
H -0.5690 1.4941 1.0098
H 5.3126 3.6124 0.6073
H -5.3297 -0.1820 -0.3943

Cartesian forces (eV/Å) of the 2 atoms listed first:
Tb 0.52 1.46 -0.20
S -0.61 0.19 0.58